{
  "formula": "H37O18",
  "method": "wB97M-V/def2-TZVPD",
  "total_energy_ha": -1376.09009,
  "largest_force_ev_per_a": 7.7,
  "charge": 1,
  "molar_mass_g_mol": 325.3,
  "orbital_gap_ev": 10.606,
  "relative_energy_ev": 8.113,
  "spin_multiplicity": 1,
  "species": ["O", "H", "H", "O", "H", "O", "H", "H", "O", "H", "H", "O", "H", "H", "O", "H", "H", "O", "H", "H", "O", "H", "H", "O", "H", "H", "O", "H", "H", "O", "H", "H", "O", "H", "H", "O", "H", "H", "O", "H", "H", "O", "H", "H", "O", "H", "H", "O", "H", "H", "O", "H", "H", "H", "H"],
  "positions_angstrom": [[3.47945, -2.57240, -2.37601], [0.08695, -2.91815, -3.64527], [3.69254, -1.66442, -2.06624], [0.80061, 2.81993, -1.62868], [-2.21537, -0.44425, 2.22104], [0.35272, 1.01570, -4.72120], [1.21675, 1.49154, -4.98533], [2.93633, 2.91982, 0.47143], [-3.88497, 1.83183, 0.34924], [-0.27762, 2.66080, -0.80216], [-4.40023, 1.63001, 1.15758], [-2.67339, 3.74831, 3.54673], [-1.98887, 3.48389, 4.01646], [-2.83163, 3.29120, 2.70628], [-1.35897, -0.17412, 2.09260], [-0.79146, -0.49207, 2.83503], [1.33908, 3.43633, -1.01016], [-1.22424, 2.66683, -0.01172], [1.34674, -5.25493, 2.27757], [0.03608, -5.02003, 0.06594], [4.49611, 1.20724, -3.57617], [4.05015, 0.76547, -4.21703], [4.84441, 1.85205, -4.02751], [-5.36802, -0.30162, 3.49978], [-5.78799, -0.38560, 2.67053], [2.44514, 4.25110, 0.65005], [2.06349, 3.48956, 0.40343], [-1.66719, 2.40628, -0.82805], [-4.35394, 1.65087, -0.39319], [1.39424, 1.71078, 5.38185], [0.82854, 0.90202, 5.43843], [2.21818, 1.33804, 5.68653], [-2.33655, -3.44224, 2.17729], [-1.53579, -3.18185, 2.78809], [-2.68152, -4.16388, 2.62328], [0.06422, -2.45174, -2.88092], [-4.43659, -0.40959, 3.33828], [0.23096, -2.93296, -2.15882], [-0.20534, -0.34778, -0.86678], [0.22481, -0.97472, -1.46951], [-0.27017, -0.76795, 0.04831], [-1.66001, 1.43579, -2.34119], [-2.38005, 1.88377, -2.65473], [-1.69242, 0.44012, -2.62096], [3.81690, 1.36568, -0.54135], [2.75225, -3.02396, -1.83558], [4.09725, 1.10896, 0.37437], [1.35582, -4.72751, 1.44065], [0.32954, 1.16124, -3.84762], [2.13902, -4.98897, 0.78793], [-0.29625, -5.43656, -0.67453], [0.97063, 1.87070, -1.62121], [-0.42265, -6.30386, -0.78074], [-1.14847, 1.84147, 0.53006], [4.28077, 0.70383, -0.99611]],
  "forces_ev_per_angstrom": [[-0.9, -0.5, 0.9], [0.3, -2.4, -3.3], [-0.7, -1.2, 0.1], [-2.3, 0.9, 0.7], [-3.1, -1.3, 0.6], [2.6, 0.4, -5.6], [-2.2, -1.2, 0.4], [-2.8, 0.9, -0.8], [2.3, 0.7, 4.3], [0.9, 0.8, 0.6], [0.1, 0.2, -1.1], [-5.7, 2.3, -3.6], [5.1, -2.4, 2.9], [0.7, 0.1, 0.7], [4.3, 1.0, 0.0], [-1.0, 0.4, -0.8], [0.2, -2.0, -0.4], [2.2, -0.3, -0.5], [0.6, 0.4, -1.4], [1.0, 0.0, 3.0], [-1.2, -3.5, 6.2], [-2.3, -2.6, -2.7], [3.5, 6.0, -3.4], [0.3, 0.4, 1.4], [-0.8, -0.3, -1.4], [1.5, 5.1, 1.6], [1.4, -5.4, -0.5], [-1.6, -0.9, -0.2], [-2.6, -1.0, -3.1], [-1.0, -1.4, -0.1], [0.3, 1.2, -0.1], [0.7, 0.2, 0.2], [3.6, 3.2, 0.7], [-2.3, -0.8, -1.9], [-1.3, -2.4, 1.3], [-1.1, 5.9, -0.3], [0.4, -0.2, 0.0], [0.7, -3.6, 3.8], [0.2, -0.5, 1.7], [-0.2, 0.0, 0.2], [0.1, 0.7, -1.9], [2.8, -4.0, 0.7], [-3.0, 1.4, -2.0], [-0.2, 2.8, 0.9], [-0.4, 0.6, 2.9], [1.7, 1.6, -1.0], [-0.5, 0.5, -0.8], [2.0, -0.6, -1.2], [-0.5, 0.9, 5.2], [-2.4, 0.4, 2.7], [-0.8, 4.9, -3.5], [1.1, 0.0, 0.3], [-0.3, -4.9, 0.5], [-0.3, 0.5, -0.4], [1.0, -1.2, -1.9]]
}

{
  "formula": "C31H45LuN3O4Si4",
  "method": "wB97M-V/def2-TZVPD",
  "total_energy_ha": -4067.29676,
  "largest_force_ev_per_a": 1.0,
  "charge": -1,
  "molar_mass_g_mol": 811.0,
  "orbital_gap_ev": 7.467,
  "relative_energy_ev": 0.691,
  "spin_multiplicity": 1,
  "species": ["Lu", "C", "C", "C", "C", "C", "H", "H", "H", "H", "H", "O", "C", "O", "C", "C", "N", "N", "C", "C", "O", "O", "H", "H", "H", "N", "C", "C", "C", "C", "C", "C", "C", "C", "C", "C", "C", "C", "H", "H", "H", "H", "H", "H", "H", "H", "H", "H", "C", "Si", "C", "C", "Si", "Si", "C", "C", "C", "Si", "C", "C", "C", "H", "H", "H", "H", "H", "H", "H", "H", "H", "H", "H", "H", "H", "H", "H", "H", "H", "H", "H", "H", "H", "H", "H", "H", "H", "H", "H"],
  "positions_angstrom": [[0.69171, -0.67633, 0.19513], [0.70911, 0.14163, 3.59168], [2.08496, -0.13547, 3.73177], [2.36583, -1.32910, 3.05086], [1.16019, -1.82653, 2.51234], [0.12879, -0.90383, 2.84950], [0.17925, 0.99188, 4.00063], [2.80567, 0.45757, 4.28335], [3.32763, -1.81520, 2.98383], [1.01486, -2.82961, 2.12657], [-0.93337, -1.07297, 2.73359], [4.52180, 3.58240, -2.14811], [4.46171, 3.79162, -0.84354], [5.13223, 4.62937, -0.28715], [3.55972, 2.90844, -0.05286], [3.45648, 2.97285, 1.32314], [2.59291, 2.02462, 1.69940], [2.11521, 1.34042, 0.66295], [2.68688, 1.86532, -0.41234], [2.28548, 1.28633, -1.73194], [2.83129, 1.69962, -2.75805], [1.39637, 0.37867, -1.65478], [3.94450, 2.81032, -2.42496], [3.94598, 3.62990, 2.02185], [2.33037, 1.68889, 2.62369], [3.28878, -1.35091, -0.17383], [3.59691, -2.72452, 0.01207], [4.57495, -3.09239, 0.92748], [4.87455, -4.42893, 1.14209], [4.19955, -5.40751, 0.42823], [3.22466, -5.03200, -0.48725], [2.89785, -3.69689, -0.70866], [1.81073, -3.33908, -1.67203], [1.88567, -3.84113, -2.97098], [0.86136, -3.60514, -3.88291], [-0.26079, -2.90290, -3.47084], [-0.32019, -2.43072, -2.16331], [0.71190, -2.58082, -1.23259], [4.00382, -0.74847, 0.21258], [3.14547, -1.13359, -1.15718], [5.11113, -2.32069, 1.46930], [5.63556, -4.69949, 1.86333], [4.42237, -6.45467, 0.58774], [2.67645, -5.78816, -1.03758], [2.76167, -4.40629, -3.27340], [0.94339, -3.96655, -4.90078], [-1.08028, -2.71914, -4.15649], [-1.22496, -1.89903, -1.87307], [-2.63730, 1.78906, 3.26688], [-2.16064, 2.41320, 1.55333], [-3.50114, 3.65008, 1.09102], [-0.57983, 3.44865, 1.70456], [-1.82369, 0.65437, 0.07604], [-3.75508, -0.61331, 0.34403], [-3.69922, -1.59880, 1.95022], [-3.95188, -1.88595, -1.02801], [-5.37385, 0.34269, 0.41273], [-2.13667, 1.74270, -1.96680], [-1.03185, 3.26324, -2.01774], [-1.64888, 0.65016, -3.41430], [-3.89146, 2.32331, -2.33067], [-2.44765, 2.55830, 4.02281], [-2.09332, 0.88602, 3.55094], [-3.70619, 1.55299, 3.29100], [-3.58489, 4.38735, 1.89717], [-4.47656, 3.17917, 0.95542], [-3.25667, 4.18412, 0.16909], [-0.27100, 3.56200, 2.74909], [-0.73748, 4.45053, 1.29363], [0.24496, 2.99603, 1.15452], [-2.78585, -2.19449, 2.03086], [-4.55211, -2.28508, 1.99007], [-3.74578, -0.94596, 2.82561], [-3.10770, -2.57952, -1.04748], [-4.01851, -1.41743, -2.01474], [-4.86484, -2.46889, -0.86593], [-5.35647, 1.09659, 1.20317], [-6.19154, -0.35318, 0.62998], [-5.59458, 0.85193, -0.52608], [0.01986, 2.97276, -1.93564], [-1.25193, 3.95395, -1.19901], [-1.15763, 3.80225, -2.96242], [-0.60103, 0.34661, -3.34067], [-1.78999, 1.18380, -4.36105], [-2.26060, -0.25741, -3.44258], [-4.36242, 2.81955, -1.48114], [-4.52070, 1.47422, -2.61283], [-3.87398, 3.02261, -3.17354]],
  "forces_ev_per_angstrom": [[0.9, 0.0, 0.2], [0.1, 0.0, -0.1], [-0.1, 0.0, -0.1], [-0.1, 0.0, 0.0], [0.0, 0.0, 0.2], [0.0, -0.1, 0.1], [0.0, 0.0, 0.0], [0.0, 0.0, 0.0], [0.0, 0.0, 0.0], [0.0, 0.0, -0.2], [0.0, 0.1, -0.1], [0.1, 0.0, 0.1], [0.1, -0.2, 0.0], [-0.1, 0.1, 0.0], [0.0, 0.1, 0.0], [0.0, 0.0, 0.1], [0.0, -0.1, 0.1], [0.0, -0.1, 0.0], [-0.2, 0.1, -0.1], [-0.2, -0.1, 0.0], [0.1, 0.0, -0.1], [0.2, 0.1, 0.0], [-0.3, 0.1, -0.1], [0.0, 0.0, 0.0], [0.0, 0.0, 0.0], [-0.4, -0.1, -0.2], [0.0, 0.1, 0.1], [0.0, 0.0, 0.0], [0.0, 0.0, 0.0], [0.0, 0.1, 0.0], [0.0, 0.0, 0.0], [-0.1, 0.0, -0.1], [0.1, -0.2, 0.1], [-0.1, 0.0, 0.0], [0.0, 0.0, 0.1], [0.1, -0.2, 0.1], [-0.2, 0.1, -0.1], [-0.1, 0.3, 0.2], [-0.1, 0.0, 0.0], [0.1, 0.0, 0.0], [0.0, 0.0, 0.0], [0.0, 0.0, 0.0], [0.0, 0.0, 0.0], [0.0, 0.0, 0.0], [0.0, 0.0, 0.0], [0.0, 0.0, 0.0], [0.0, 0.0, 0.0], [0.1, 0.1, 0.0], [-0.1, 0.0, 0.1], [0.2, 0.0, 0.1], [-0.1, 0.1, -0.1], [0.1, 0.1, 0.0], [-0.2, 0.0, -0.2], [0.1, -0.1, 0.0], [0.0, -0.1, 0.1], [0.0, -0.1, -0.1], [-0.1, 0.1, 0.1], [0.1, -0.1, 0.0], [0.1, 0.1, 0.0], [0.0, -0.1, -0.1], [-0.1, 0.0, 0.0], [0.0, 0.0, 0.0], [0.0, 0.1, 0.0], [0.0, 0.0, 0.0], [0.0, 0.0, 0.0], [0.0, 0.0, 0.0], [0.0, 0.0, 0.0], [0.0, 0.0, 0.0], [0.0, 0.0, 0.0], [0.0, 0.0, 0.0], [0.0, 0.0, 0.0], [0.0, 0.0, 0.0], [0.0, 0.0, 0.0], [-0.1, 0.0, 0.0], [0.0, 0.0, 0.0], [0.0, 0.0, 0.0], [0.0, 0.0, 0.0], [0.0, 0.0, 0.0], [0.0, 0.0, 0.0], [0.0, 0.0, 0.0], [0.0, 0.0, 0.0], [0.0, 0.0, 0.0], [-0.1, 0.0, 0.0], [0.0, 0.0, 0.0], [0.0, 0.0, 0.0], [0.0, 0.0, 0.0], [0.0, 0.0, 0.0], [0.0, 0.0, 0.0]]
}

{
  "formula": "C4H9N3",
  "method": "wB97M-V/def2-TZVPD",
  "total_energy_ha": -322.02963,
  "largest_force_ev_per_a": 3.2,
  "molar_mass_g_mol": 99.1,
  "orbital_gap_ev": 9.040,
  "relative_energy_ev": 1.652,
  "spin_multiplicity": 1,
  "species": ["C", "C", "C", "C", "H", "H", "H", "H", "H", "H", "H", "H", "H", "N", "N", "N"],
  "positions_angstrom": [[-1.18964, 0.03054, 1.34548], [-1.05488, 0.42820, -0.05083], [-2.04361, 0.99440, -0.68902], [1.30410, -0.51601, -0.06369], [-0.57741, 0.73355, 1.96618], [-1.04479, -1.05833, 1.55143], [-2.29244, 0.23739, 1.59663], [-2.85186, 1.48826, -0.05358], [-1.94612, 1.25606, -1.71015], [0.33159, 0.21218, -1.63363], [2.14149, -0.97517, -1.96219], [3.02365, 0.26040, -0.93990], [2.27463, -1.39975, 1.15243], [0.16797, -0.00702, -0.67466], [2.44113, -0.68598, -0.95434], [1.31621, -0.99870, 1.11984]],
  "forces_ev_per_angstrom": [[-2.1, 0.5, 2.2], [2.0, -2.1, -0.4], [-1.6, 1.9, 0.6], [-0.7, -1.3, -0.3], [-0.3, -1.2, -0.1], [0.4, 1.2, -0.2], [1.6, -0.2, -0.1], [0.9, -1.1, -1.3], [-0.1, 0.3, -0.9], [-0.3, 0.4, -0.4], [0.8, 1.1, 2.4], [-1.6, -2.7, -0.5], [-0.8, 0.2, 0.6], [-0.4, 0.6, 0.4], [0.5, 2.0, -1.5], [1.7, 0.2, -0.7]]
}